A cluster of 3 separate species, CH10NO2 in total. Source: the Open Molecules 2025 dataset; level of theory: ωB97M-V/def2-TZVPD.

## Properties
HOMO-LUMO gap: 12.58 eV
HOMO energy: -0.585 Eh
E_LUMO: -3.3 eV
Total charge: +1

CARTESIAN COORDINATES (ANGSTROEM)
H1 -0.446 0.460 -0.493
H2 1.938 1.907 -0.978
H3 0.126 -0.744 0.372
H4 0.686 0.841 1.806
H5 0.956 2.053 -2.108
O1 -0.134 -2.391 -0.957
N1 -0.582 -0.043 0.370
H6 -1.533 -0.481 0.237
H7 -1.170 1.482 1.889
H8 -0.734 -0.230 2.401
H9 0.791 -2.849 -1.176
H10 -0.532 -2.303 -1.853
O2 1.057 1.642 -1.219
C1 -0.423 0.656 1.708

natural (NBO) population analysis, charges in e, atoms 1 to 8: H 0.459; H 0.494; H 0.455; H 0.244; H 0.498; O -0.989; N -0.675; H 0.438